No. 1
Entry from OMol25: C22H10Cl5GaN3O2 as an isolated structure in a non-equilibrium geometry (the ωB97M-V functional and the def2-TZVPD basis).

Values from the calculation:
HOMO level   -10.73 eV
Lowest unoccupied orbital energy   -5.61 eV
F_max   3.50 eV Å⁻¹
Electronic energy   -146522.888 eV
Total charge   +1

Structure (XYZ):
```
43
Properties=species:S:1:pos:R:3:lowdin_charge:R:1
Ga -0.48 -0.62 -0.45 0.81
O 5.24 2.82 0.98 0.01
C 4.91 1.68 1.38 -0.68
O 5.52 0.82 2.07 0.00
C 3.56 1.23 1.07 -0.02
C 2.84 1.88 0.05 0.11
C 1.65 1.32 -0.49 -0.13
N 1.12 0.21 0.10 0.05
C 1.84 -0.51 1.09 -0.14
C 3.04 -0.05 1.52 0.11
C 1.30 -1.83 1.48 -0.17
C 1.95 -2.75 2.33 0.05
C 1.21 -3.89 2.64 0.02
C -0.07 -4.14 2.09 -0.02
C -0.60 -3.23 1.25 -0.08
N 0.09 -2.11 0.98 0.04
C 0.94 1.79 -1.67 -0.20
C 1.48 2.78 -2.48 0.04
C 0.81 3.11 -3.68 0.01
C -0.44 2.53 -3.93 -0.02
C -0.96 1.60 -3.02 -0.05
N -0.31 1.26 -1.85 0.07
H 3.23 2.80 -0.31 0.12
H 3.54 -0.57 2.31 0.12
H 2.95 -2.55 2.66 0.12
H 1.73 -4.62 3.27 0.13
H -0.63 -5.03 2.33 0.12
H -1.64 -3.34 0.86 0.15
H 2.30 3.36 -2.17 0.12
H 1.22 3.88 -4.35 0.13
H -0.98 2.81 -4.80 0.11
H -2.00 1.24 -3.19 0.14
Cl -3.06 -1.99 -2.35 0.71
C -3.44 -1.07 -0.95 -0.72
C -2.42 -0.40 -0.23 -0.28
C -2.74 0.28 0.93 -0.67
Cl -1.55 1.11 1.91 0.73
C -4.09 0.58 1.18 -0.68
Cl -4.47 1.84 2.32 0.71
C -5.14 -0.02 0.47 -0.71
Cl -6.70 0.15 1.03 0.78
C -4.79 -0.89 -0.65 -0.67
Cl -6.00 -1.45 -1.73 0.73
```

No. 2
Entry from OMol25: a 2-piece molecular cluster, C18H33OSi overall in a non-equilibrium geometry (the ωB97M-V functional and the def2-TZVPD basis).

Values from the calculation:
HOMO level   -10.63 eV
Lowest unoccupied orbital energy   -5.54 eV
F_max   3.02 eV Å⁻¹
Electronic energy   -29117.880 eV
Total charge   +1

Structure (XYZ):
```
53
Properties=species:S:1:pos:R:3:lowdin_charge:R:1
C -3.62 2.06 -0.16 -0.07
O -2.85 1.36 -1.19 -0.21
C -1.60 1.88 -1.59 -0.19
C -1.21 1.47 -3.03 -0.19
C -0.04 2.07 -3.54 -0.05
C 0.62 1.57 -4.69 -0.04
C 0.05 0.52 -5.44 -0.28
C 0.82 0.00 -6.66 -0.07
C -1.13 -0.09 -4.95 -0.04
C -1.76 0.39 -3.76 -0.02
H -4.59 1.56 0.02 0.09
H -3.01 2.01 0.77 0.07
H -3.89 3.11 -0.41 0.10
H -1.58 2.94 -1.32 0.12
H 0.36 2.94 -2.99 0.11
H 1.62 1.90 -5.03 0.11
H 0.33 -0.85 -7.17 0.07
H 0.98 0.75 -7.46 0.08
H 1.85 -0.31 -6.36 0.08
H -1.44 -1.01 -5.50 0.12
H -2.69 -0.10 -3.42 0.11
C 2.84 0.88 3.63 -0.13
C 2.45 0.10 2.34 -0.46
C 2.42 1.10 1.15 -0.09
Si 0.92 -1.00 2.74 1.19
C 0.63 -2.53 1.61 -0.46
C 1.99 -3.24 1.32 -0.13
C -0.11 -2.40 0.25 -0.09
C -0.50 -0.37 3.89 -0.45
C -1.23 -1.61 4.48 -0.13
C -1.57 0.58 3.29 -0.10
H -0.78 1.42 -1.03 0.10
H 3.88 1.24 3.53 0.09
H 2.19 1.76 3.78 0.09
H 2.77 0.25 4.53 0.07
H 3.19 -0.70 2.15 0.10
H 3.41 1.57 1.01 0.10
H 2.14 0.64 0.19 0.07
H 1.70 1.92 1.35 0.08
H 0.05 -3.15 2.32 0.10
H 1.79 -4.28 1.00 0.09
H 2.54 -2.75 0.50 0.09
H 2.66 -3.28 2.20 0.07
H -0.29 -3.40 -0.18 0.10
H -1.08 -1.88 0.31 0.08
H 0.52 -1.85 -0.47 0.08
H 0.07 0.12 4.71 0.10
H -1.83 -1.32 5.36 0.09
H -1.92 -2.06 3.74 0.09
H -0.53 -2.41 4.79 0.07
H -2.28 0.92 4.07 0.10
H -1.15 1.48 2.82 0.07
H -2.15 0.07 2.51 0.08
```

No. 3
Entry from OMol25: a 7-piece molecular cluster, C34H63N10O7S2 overall in a non-equilibrium geometry (the ωB97M-V functional and the def2-TZVPD basis).

Values from the calculation:
HOMO level   -10.35 eV
Lowest unoccupied orbital energy   -3.04 eV
F_max   6.46 eV Å⁻¹
Electronic energy   -87173.335 eV
Total charge   +1

Structure (XYZ):
```
116
Properties=species:S:1:pos:R:3:lowdin_charge:R:1
S -5.44 1.42 6.04 0.70
C -5.46 0.00 5.15 -1.02
S -6.77 -0.19 3.87 0.81
C -5.99 -0.33 2.20 -0.48
C -4.73 0.69 1.99 -0.22
C -4.06 0.31 0.58 -0.14
C -2.51 -0.17 0.72 -0.26
C -2.05 -0.62 -0.75 -0.07
N -1.40 0.45 -1.57 0.08
C -0.42 1.31 -0.82 -0.06
C -0.45 1.08 0.78 -0.23
C 0.53 -0.08 1.28 -0.09
C 1.45 -0.87 0.32 -0.01
C 2.35 -1.97 0.87 -0.13
N 2.57 -2.43 2.20 0.04
C 1.70 -1.68 3.04 -0.13
C 0.70 -0.58 2.73 0.00
O -1.80 0.98 1.27 -0.10
N -4.41 -1.02 5.43 -0.19
C -2.98 -0.88 5.14 -0.05
C -2.39 -2.22 5.67 -0.11
N -3.47 -3.04 6.18 0.00
C -4.70 -2.30 6.02 -0.10
H -5.55 -1.39 2.03 0.09
H -6.76 -0.12 1.36 0.10
H -4.00 0.67 2.87 0.09
H -5.19 1.75 1.97 0.13
H -4.65 -0.55 0.10 0.11
H -4.09 1.23 -0.11 0.14
H -2.47 -1.03 1.50 0.17
H -1.42 -1.58 -0.66 0.15
H -3.02 -0.95 -1.30 0.15
H -2.16 1.01 -2.03 0.16
H -0.87 -0.03 -2.34 0.15
H -0.78 2.40 -0.97 0.14
H 0.64 1.27 -1.23 0.13
H -0.02 2.06 1.23 0.17
H 1.45 -0.64 -0.79 0.08
H 2.98 -2.53 0.08 0.11
H 1.79 -1.96 4.16 0.11
H 0.07 -0.13 3.57 0.10
H -2.43 -0.01 4.66 0.10
H -1.28 -2.49 5.66 0.09
H -5.71 -2.71 6.33 0.13
C -0.58 4.20 -3.83 0.00
C -1.96 3.60 -3.83 -0.53
O -2.47 3.18 -2.79 -0.01
N -2.63 3.52 -5.00 0.01
C -2.19 3.95 -6.31 -0.06
H -0.18 4.19 -2.82 0.06
H 0.08 3.62 -4.47 0.10
H -0.62 5.24 -4.17 0.10
H -3.54 3.10 -4.91 0.14
H -2.90 4.69 -6.68 0.09
H -2.20 3.09 -6.98 0.09
H -1.19 4.39 -6.30 0.08
C 3.65 5.57 -2.09 0.00
C 2.69 4.64 -1.40 -0.55
O 2.35 3.57 -1.90 -0.01
N 2.20 5.02 -0.19 0.01
C 2.48 6.23 0.55 -0.07
H 3.96 5.13 -3.04 0.09
H 3.17 6.53 -2.29 0.09
H 4.55 5.72 -1.48 0.09
H 1.56 4.35 0.21 0.13
H 2.90 5.95 1.52 0.09
H 1.53 6.76 0.71 0.08
H 3.17 6.89 0.03 0.08
C 2.61 -1.17 -3.61 0.00
C 1.32 -1.65 -4.21 -0.54
O 0.27 -1.02 -4.10 -0.02
N 1.34 -2.83 -4.89 0.02
C 2.46 -3.71 -5.13 -0.07
H 2.44 -0.22 -3.10 0.07
H 2.98 -1.90 -2.88 0.08
H 3.36 -1.01 -4.39 0.10
H 0.43 -3.08 -5.26 0.14
H 2.59 -3.81 -6.20 0.07
H 2.22 -4.69 -4.70 0.10
H 3.38 -3.34 -4.68 0.07
C 6.70 -3.42 -7.57 -0.01
C 5.33 -4.05 -7.55 -0.54
O 4.82 -4.48 -6.52 0.01
N 4.66 -4.14 -8.73 0.00
C 5.09 -3.70 -10.05 -0.07
H 7.11 -3.43 -6.56 0.09
H 7.37 -4.00 -8.21 0.09
H 6.64 -2.39 -7.92 0.09
H 3.75 -4.57 -8.64 0.14
H 4.36 -2.98 -10.42 0.08
H 5.09 -4.57 -10.71 0.09
H 6.08 -3.26 -10.03 0.08
C -8.42 -2.22 10.02 -0.01
C -7.60 -3.03 10.99 -0.55
O -7.96 -3.23 12.14 0.03
N -6.43 -3.55 10.54 0.00
C -5.83 -3.44 9.23 -0.09
H -9.33 -1.87 10.52 0.09
H -7.86 -1.34 9.69 0.08
H -8.72 -2.83 9.17 0.08
H -5.93 -4.08 11.25 0.14
H -5.70 -4.44 8.82 0.09
H -4.85 -2.97 9.34 0.08
H -6.44 -2.84 8.55 0.05
C 4.52 1.37 1.23 -0.02
C 5.77 2.20 1.28 -0.55
O 5.78 3.39 0.99 0.02
N 6.93 1.58 1.65 0.00
C 7.13 0.20 2.03 -0.07
H 3.68 2.00 0.91 0.07
H 4.63 0.56 0.51 0.08
H 4.29 0.97 2.22 0.09
H 7.73 2.20 1.66 0.14
H 7.52 0.17 3.04 0.09
H 7.86 -0.24 1.35 0.08
H 6.20 -0.38 1.99 0.07
```

No. 4
Entry from OMol25: one molecule with the formula C12H14S in a non-equilibrium geometry (the ωB97M-V functional and the def2-TZVPD basis).

Values from the calculation:
HOMO level (alpha / beta)   -8.19 / -8.19 eV
Lowest unoccupied orbital energy (alpha / beta)   -0.98 / -0.98 eV
F_max   4.74 eV Å⁻¹
Electronic energy   -23499.364 eV
Total charge   0

Structure (XYZ):
```
27
Properties=species:S:1:pos:R:3:lowdin_charge:R:1
C 0.11 -0.98 -1.05 0.05
C -0.48 -0.36 0.17 -0.18
C 0.30 0.06 1.18 0.09
C 1.33 -0.88 -1.73 -0.35
C 2.59 -0.33 -1.66 -0.39
C -2.70 -1.22 -0.03 0.06
C 1.84 1.77 0.48 -0.35
C -1.96 -0.16 0.15 -0.35
C 1.44 0.62 1.43 -0.40
C 1.32 -1.89 -2.90 -0.10
C -2.50 1.18 0.49 -0.05
C 2.25 0.41 2.59 -0.06
S 3.00 0.95 -0.71 0.94
H -0.59 -1.55 -1.50 0.06
H -3.78 -1.29 -0.20 0.08
H -2.06 -2.07 -0.19 0.06
H 2.24 2.66 0.85 0.06
H 0.94 2.13 -0.09 0.10
H 2.20 -1.83 -3.57 0.07
H 0.39 -1.92 -3.45 0.06
H 1.40 -2.92 -2.50 0.08
H -3.43 1.39 0.04 0.06
H -1.78 2.03 0.20 0.10
H -2.43 1.28 1.58 0.09
H 2.00 1.20 3.34 0.12
H 3.20 0.60 2.19 0.06
H 2.26 -0.59 2.92 0.08
```